Entry 1:
Here is 9 unconnected molecules or ions with the total composition C50H125N7O18 from OMol25. Energies are from wB97M-V/def2-TZVPD.

```
200
Properties=species:S:1:pos:R:3
C 0.344 3.147 -1.019
O 0.130 3.397 0.337
C -1.133 3.910 0.713
C -1.049 4.405 2.128
N -0.343 5.678 2.266
C -0.538 6.339 3.534
C -1.920 6.938 3.840
O -2.884 5.998 4.229
C -4.088 6.452 4.574
H 0.243 4.101 -1.537
H -0.428 2.603 -1.563
H 1.326 2.734 -1.253
H -1.958 3.202 0.629
H -1.403 4.715 0.030
H -0.563 3.646 2.741
H -2.087 4.604 2.394
H 0.652 5.574 2.125
H 0.205 7.134 3.471
H -0.156 5.817 4.412
H -2.205 7.552 2.985
H -1.842 7.700 4.615
H -4.073 7.200 5.367
H -4.619 5.566 4.922
H -4.532 6.950 3.712
C -3.688 1.685 -2.507
O -2.672 2.548 -2.931
C -2.140 2.301 -4.211
C -3.201 2.380 -5.349
N -2.529 2.093 -6.650
C -3.548 2.403 -7.673
C -2.911 2.180 -9.055
O -2.864 0.790 -9.292
C -1.868 0.223 -10.101
H -3.224 0.715 -2.330
H -4.529 1.585 -3.194
H -4.080 2.093 -1.575
H -1.681 1.313 -4.196
H -1.328 3.001 -4.413
H -3.527 3.417 -5.262
H -4.014 1.657 -5.283
H -2.246 1.126 -6.715
H -3.863 3.446 -7.639
H -4.396 1.754 -7.455
H -1.907 2.601 -9.098
H -3.468 2.554 -9.913
H -1.837 0.689 -11.086
H -2.116 -0.815 -10.326
H -0.877 0.206 -9.648
C 0.840 -5.942 1.651
O 0.819 -5.373 0.418
C -0.484 -5.198 -0.133
C -0.275 -4.492 -1.434
N 0.474 -5.330 -2.391
C 0.788 -4.589 -3.635
C 1.802 -3.460 -3.552
O 3.006 -3.861 -2.833
C 4.024 -2.860 -2.904
H 0.926 -5.166 2.413
H 1.714 -6.574 1.804
H -0.100 -6.400 1.961
H -1.093 -4.589 0.534
H -0.900 -6.193 -0.290
H 0.386 -3.653 -1.215
H -1.257 -4.179 -1.788
H 1.364 -5.510 -1.948
H -0.112 -4.235 -4.138
H 1.285 -5.287 -4.309
H 1.303 -2.612 -3.083
H 1.999 -3.040 -4.539
H 4.953 -3.172 -2.429
H 3.780 -1.908 -2.433
H 4.268 -2.666 -3.949
C 3.416 7.866 7.045
O 3.849 7.156 5.913
C 3.064 7.259 4.699
C 3.448 6.153 3.702
N 2.780 6.365 2.409
C 3.087 5.332 1.456
C 2.878 3.817 1.844
O 3.883 3.251 2.659
C 3.631 1.898 3.058
H 3.323 8.944 6.914
H 4.224 7.899 7.776
H 2.572 7.469 7.609
H 3.339 8.247 4.332
H 2.029 7.173 5.030
H 3.291 5.204 4.215
H 4.482 6.337 3.411
H 2.949 7.288 2.034
H 4.112 5.522 1.139
H 2.570 5.520 0.516
H 2.807 3.363 0.856
H 1.955 3.656 2.402
H 3.314 1.294 2.208
H 2.949 1.820 3.904
H 4.646 1.594 3.314
C 1.833 0.701 -3.719
O 1.174 -0.327 -4.456
C 1.079 -0.025 -5.847
C 0.090 -1.054 -6.508
N -1.289 -0.749 -6.167
C -2.237 -1.739 -6.671
C -3.490 -1.599 -5.805
O -3.321 -2.021 -4.462
C -3.535 -3.390 -4.282
H 1.374 1.687 -3.793
H 2.848 0.861 -4.082
H 2.017 0.453 -2.673
H 2.038 -0.141 -6.354
H 0.715 0.988 -6.019
H 0.249 -2.038 -6.068
H 0.356 -0.976 -7.563
H -1.358 -0.811 -5.161
H -1.944 -2.777 -6.516
H -2.405 -1.584 -7.737
H -4.254 -2.208 -6.288
H -3.888 -0.587 -5.888
H -3.077 -3.606 -3.316
H -3.126 -3.953 -5.121
H -4.589 -3.666 -4.308
C -3.308 0.982 3.162
O -3.759 0.750 1.789
C -4.265 -0.500 1.513
C -4.726 -0.345 0.049
N -5.801 -1.259 -0.328
C -6.392 -1.158 -1.697
C -7.673 -1.991 -1.872
O -7.362 -3.327 -2.257
C -8.477 -4.277 -2.232
H -4.142 0.691 3.802
H -3.019 2.016 3.346
H -2.571 0.221 3.419
H -5.162 -0.674 2.108
H -3.650 -1.394 1.614
H -3.850 -0.472 -0.588
H -5.211 0.621 -0.089
H -5.589 -2.226 -0.130
H -5.614 -1.431 -2.411
H -6.659 -0.132 -1.951
H -8.225 -1.559 -2.707
H -8.279 -1.903 -0.969
H -8.917 -4.318 -1.235
H -8.205 -5.263 -2.610
H -9.274 -3.889 -2.866
C 5.854 -4.532 8.358
O 5.363 -3.568 7.436
C 6.301 -2.600 7.065
C 5.874 -1.723 5.870
N 5.912 -2.506 4.617
C 5.488 -1.608 3.541
C 5.484 -2.300 2.190
O 4.572 -3.346 2.230
C 4.587 -4.125 1.058
H 6.044 -4.043 9.313
H 6.686 -5.118 7.968
H 5.156 -5.353 8.517
H 7.197 -3.189 6.870
H 6.614 -1.964 7.892
H 6.633 -0.949 5.754
H 4.908 -1.306 6.156
H 5.305 -3.312 4.667
H 6.105 -0.711 3.580
H 4.432 -1.373 3.676
H 6.483 -2.606 1.879
H 5.127 -1.527 1.510
H 5.506 -4.701 0.949
H 4.430 -3.487 0.189
H 3.664 -4.698 1.146
C -0.815 -2.608 3.319
O 0.081 -2.887 4.295
C 1.439 -2.496 4.143
C 2.083 -2.641 5.572
O 2.094 -3.939 6.211
C 2.889 -4.913 5.512
H -0.396 -3.071 2.425
H -0.907 -1.527 3.215
H -1.747 -3.095 3.606
H 1.541 -1.467 3.799
H 2.019 -3.125 3.468
H 1.575 -1.868 6.149
H 3.123 -2.327 5.485
H 3.958 -4.700 5.517
H 2.701 -5.013 4.443
H 2.726 -5.930 5.869
C 1.538 -1.900 0.718
O 1.199 -0.749 1.519
C 0.547 0.300 0.773
C -0.979 0.143 0.429
O -1.391 -0.883 -0.539
C -0.768 -0.728 -1.841
H 2.049 -1.661 -0.215
H 0.621 -2.420 0.439
H 2.169 -2.593 1.275
H 1.157 0.536 -0.098
H 0.653 1.239 1.316
H -1.294 1.122 0.069
H -1.493 -0.079 1.365
H 0.245 -1.128 -1.880
H -0.785 0.281 -2.254
H -1.363 -1.281 -2.568
```

Values from the calculation:
**HOMO level**: -8.27 eV
**Structure (SMILES)**: COCCNCCOC.COCCNCCOC.COCCNCCOC.COCCNCCOC.COCCNCCOC.COCCNCCOC.COCCNCCOC.COCCOC.COCCOC
**Orbital gap**: 8.75 eV
**Energy relative to the best compared isomer or geometry (same formula, charge and spin)**: 229.2 kJ/mol

Entry 2:
Here is 10 unconnected molecules or ions with the total composition C50H131ClN8O18 from OMol25. Energies are from wB97M-V/def2-TZVPD.

```
208
Properties=species:S:1:pos:R:3
C 7.292 -2.722 -1.553
O 7.339 -1.526 -0.856
C 6.277 -1.328 0.075
C 5.025 -0.564 -0.431
N 5.454 0.582 -1.367
H 5.879 0.111 -2.192
H 4.611 1.048 -1.681
C 6.517 1.592 -0.923
C 6.018 2.603 0.094
O 5.539 2.055 1.303
C 4.899 2.954 2.143
H 6.396 -2.875 -2.183
H 7.313 -3.616 -0.895
H 8.174 -2.854 -2.156
H 6.807 -0.865 0.913
H 5.889 -2.311 0.395
H 4.394 -0.154 0.349
H 4.551 -1.228 -1.137
H 6.931 1.991 -1.865
H 7.355 1.032 -0.521
H 5.205 3.206 -0.354
H 6.886 3.248 0.279
H 5.597 3.714 2.490
H 4.651 2.419 3.063
H 3.993 3.418 1.712
C 1.851 -4.989 5.767
O 2.042 -3.620 5.475
C 2.957 -3.500 4.435
C 3.329 -2.009 4.305
N 4.034 -1.597 5.591
H 3.501 -1.948 6.384
H 4.956 -2.021 5.597
C 4.258 -0.100 5.733
C 2.977 0.592 6.256
O 1.982 0.813 5.293
C 1.892 2.213 4.864
H 1.178 -5.075 6.605
H 2.729 -5.564 6.119
H 1.420 -5.422 4.867
H 2.554 -4.019 3.580
H 3.896 -4.012 4.728
H 2.503 -1.315 4.161
H 4.042 -1.855 3.506
H 4.432 0.211 4.693
H 5.088 -0.024 6.445
H 3.311 1.550 6.685
H 2.609 -0.076 7.065
H 1.371 2.726 5.693
H 1.284 2.251 3.977
H 2.842 2.668 4.596
C 4.782 4.567 -3.455
O 4.172 3.366 -3.819
C 2.964 3.530 -4.525
C 2.789 2.453 -5.527
N 2.607 1.121 -4.939
H 3.465 0.742 -4.445
H 1.955 1.250 -4.145
C 1.981 0.039 -5.812
C 2.828 -0.142 -7.078
O 1.943 0.047 -8.173
C 2.666 0.407 -9.383
H 5.373 4.946 -4.315
H 5.435 4.288 -2.651
H 4.051 5.345 -3.205
H 2.975 4.437 -5.144
H 2.171 3.590 -3.772
H 3.627 2.468 -6.223
H 1.850 2.692 -6.012
H 0.975 0.374 -6.103
H 1.974 -0.868 -5.222
H 3.294 -1.154 -7.142
H 3.717 0.506 -7.067
H 3.325 1.285 -9.205
H 1.946 0.640 -10.150
H 3.241 -0.434 -9.763
C -0.529 -1.343 1.686
O -1.130 -1.307 3.004
C -2.265 -2.212 3.146
C -3.115 -1.609 4.295
N -2.727 -2.215 5.560
H -3.001 -1.619 6.361
H -3.181 -3.117 5.697
C -1.274 -2.486 5.887
C -0.644 -1.159 6.364
O -1.615 -0.435 7.140
C -1.098 0.323 8.244
H 0.474 -0.957 1.805
H -1.133 -0.737 1.005
H -0.460 -2.404 1.471
H -1.875 -3.218 3.328
H -2.766 -2.299 2.168
H -4.194 -1.733 4.162
H -2.839 -0.554 4.291
H -0.761 -2.856 4.995
H -1.249 -3.143 6.754
H -0.351 -0.670 5.441
H 0.249 -1.521 6.908
H -1.709 1.226 8.369
H -0.062 0.618 8.078
H -1.203 -0.232 9.174
C -0.868 0.391 -12.499
O -0.649 -0.340 -11.302
C -1.435 -1.543 -11.281
C -1.387 -2.048 -9.869
N -1.809 -0.998 -8.873
H -1.322 -0.113 -9.175
H -2.790 -0.844 -8.990
C -1.452 -1.412 -7.481
C -1.900 -0.405 -6.464
O -1.470 0.840 -6.951
C -1.600 1.936 -6.102
H -0.201 1.257 -12.523
H -1.925 0.625 -12.685
H -0.534 -0.273 -13.306
H -1.020 -2.335 -11.949
H -2.480 -1.329 -11.620
H -0.398 -2.445 -9.686
H -2.069 -2.899 -9.801
H -0.380 -1.450 -7.412
H -1.892 -2.420 -7.357
H -1.401 -0.675 -5.503
H -2.971 -0.411 -6.253
H -1.021 1.827 -5.186
H -2.659 1.935 -5.810
H -1.401 2.838 -6.632
C -1.424 -0.565 -1.847
O -0.226 -1.309 -1.840
C 0.352 -1.709 -3.076
C 1.776 -2.157 -2.759
N 1.773 -3.049 -1.562
H 2.763 -3.117 -1.318
H 1.285 -2.612 -0.770
C 1.177 -4.418 -1.870
C 1.089 -5.244 -0.662
O 0.260 -4.615 0.343
C -0.167 -5.557 1.331
H -2.089 -1.057 -2.540
H -1.091 0.426 -2.189
H -1.843 -0.717 -0.842
H 0.267 -0.916 -3.804
H -0.083 -2.641 -3.456
H 2.343 -1.275 -2.417
H 2.218 -2.687 -3.620
H 1.898 -4.794 -2.595
H 0.172 -4.317 -2.322
H 2.045 -5.514 -0.197
H 0.618 -6.230 -0.891
H -0.546 -4.901 2.095
H 0.735 -6.063 1.681
H -0.908 -6.206 0.865
C -4.674 6.095 10.545
O -4.642 5.577 9.178
C -4.463 4.195 9.185
C -4.984 3.626 7.844
N -4.721 4.586 6.713
H -5.364 5.385 6.913
H -3.797 4.992 6.795
C -4.844 4.069 5.322
C -4.599 5.135 4.216
O -4.460 4.360 2.992
C -4.939 5.061 1.802
H -4.448 7.170 10.600
H -3.958 5.544 11.183
H -5.740 5.928 10.863
H -4.994 3.661 9.995
H -3.385 4.006 9.399
H -6.068 3.568 7.876
H -4.503 2.635 7.805
H -5.819 3.580 5.180
H -4.044 3.311 5.320
H -3.766 5.843 4.301
H -5.553 5.675 4.087
H -4.245 4.923 1.005
H -5.172 6.126 1.951
H -5.888 4.613 1.498
C -3.037 1.592 0.824
O -4.182 0.754 1.108
C -5.446 1.358 0.750
C -6.451 0.254 0.777
N -6.070 -0.707 -0.259
H -6.125 -0.392 -1.230
H -5.067 -0.901 -0.046
C -6.759 -1.972 -0.164
C -6.071 -3.093 -0.873
O -4.731 -3.014 -0.522
C -4.015 -4.210 -0.362
H -3.178 2.563 1.276
H -3.062 1.702 -0.261
H -2.169 1.018 1.118
H -5.430 1.831 -0.221
H -5.747 2.060 1.533
H -7.482 0.615 0.618
H -6.409 -0.268 1.751
H -7.817 -1.876 -0.430
H -6.751 -2.282 0.869
H -6.162 -3.075 -1.962
H -6.511 -4.001 -0.440
H -4.480 -4.858 0.404
H -3.038 -3.919 0.035
H -3.950 -4.786 -1.279
C 1.216 2.428 -0.816
C 1.601 1.150 -1.624
O 1.005 0.963 -2.681
O 2.526 0.479 -1.126
H 0.806 2.023 0.128
H 0.424 2.983 -1.320
H 2.142 2.909 -0.477
Cl 4.453 -1.103 -3.869
```

Values from the calculation:
**HOMO level**: -18.21 eV
**Orbital gap**: 7.57 eV
**Net charge**: +6